Run A
12
Properties=species:S:1:pos:R:3 method="wB97M-V/def2-TZVPD" total_charge=0 orbital_gap_ev=10.5 mol_weight_g_mol=86.1
C 1.399 0.181 -0.830
C 0.062 -0.434 -0.295
N -0.264 -1.525 -0.844
N -1.007 -0.075 0.634
C -1.268 0.927 1.537
O -2.275 1.003 2.212
H 1.996 -0.624 -1.317
H 2.079 0.638 -0.113
H 1.170 0.875 -1.645
H 0.321 -1.885 -1.580
H -1.750 -0.784 0.578
H -0.459 1.665 1.582



Run B
12
Properties=species:S:1:pos:R:3 method="wB97M-V/def2-TZVPD" total_charge=0 orbital_gap_ev=9.5 mol_weight_g_mol=86.1
C -1.717 0.886 0.772
C 0.155 -0.010 0.009
N -0.868 0.682 -0.438
N 1.102 -0.516 -0.791
C 2.070 -1.223 -0.069
O 3.020 -1.775 -0.555
H -2.371 1.746 0.692
H -1.039 1.018 1.628
H -2.271 -0.036 0.982
H -1.084 0.879 -1.432
H 1.194 -0.464 -1.803
H 1.808 -1.186 1.005



Order from most stable to least stable according to the calculation: run A, run B



Run A
12
Properties=species:S:1:pos:R:3 method="wB97M-V/def2-TZVPD" total_charge=0 orbital_gap_ev=10.5 mol_weight_g_mol=86.1 smiles="NC(=O)N1CC1"
N -0.519 -1.188 -1.608
C 0.121 -0.006 -1.286
O 0.452 0.823 -2.112
N 0.416 0.105 0.053
C 0.577 1.116 1.027
C -0.058 -0.210 1.356
H -0.469 -1.944 -0.942
H -0.395 -1.455 -2.574
H 1.600 1.303 1.340
H -0.073 1.991 1.020
H 0.523 -0.950 1.906
H -1.127 -0.213 1.569



Run B
12
Properties=species:S:1:pos:R:3 method="wB97M-V/def2-TZVPD" total_charge=0 orbital_gap_ev=10.5 mol_weight_g_mol=86.1 smiles="N=C=N.CC=O"
C -0.483 0.119 1.199
C -0.317 0.043 -1.678
N -1.128 0.955 -1.735
N 0.350 -0.980 -1.764
C 1.067 -0.411 1.042
O 1.939 -0.638 0.243
H -1.289 0.568 0.582
H -0.359 0.836 2.016
H -0.973 -0.765 1.624
H -1.117 1.747 -1.118
H 1.036 -0.911 -2.507
H 1.302 -0.597 2.096



Order from most stable to least stable according to the calculation: run A, run B



Run A
19
Properties=species:S:1:pos:R:3 method="wB97M-V/def2-TZVPD" total_charge=0 orbital_gap_ev=10.1 mol_weight_g_mol=125.1 smiles="CC(=O)NCO.O.O"
O 0.431 -0.582 -2.133
C 0.652 -0.677 -0.882
N -0.326 -1.222 -0.138
C -0.291 -1.049 1.347
O -1.438 -0.214 1.704
C 1.996 -0.382 -0.349
H -1.100 -1.697 -0.524
H 0.629 -0.489 1.643
H -0.492 -1.913 1.945
H -1.223 0.592 1.131
H 1.968 0.686 -0.085
H 2.758 -0.590 -1.173
H 2.322 -1.037 0.516
H -1.032 -0.516 -2.940
H -1.837 0.492 -3.512
O -1.977 -0.286 -2.926
H 0.254 2.579 2.446
H -0.772 3.601 2.064
O -0.519 2.702 1.868



Run B
19
Properties=species:S:1:pos:R:3 method="wB97M-V/def2-TZVPD" total_charge=0 orbital_gap_ev=10.1 mol_weight_g_mol=125.1 smiles="N[C@H](C=O)CO.O.O"
O -1.451 2.461 0.468
C -0.824 1.603 -0.086
C -0.804 0.174 0.422
C -0.477 0.097 1.883
O -0.592 -1.246 2.342
N 0.158 -0.626 -0.406
H -0.151 1.852 -0.950
H -1.654 -0.410 0.215
H 0.399 0.562 2.175
H -1.241 0.657 2.601
H -0.129 -1.722 1.703
H -0.078 -1.614 -0.495
H 1.149 -0.478 -0.314
H 0.682 0.730 -2.641
H -0.659 1.138 -3.179
O 0.262 1.084 -3.452
H 2.786 -2.056 -1.204
H 3.328 -2.289 0.115
O 2.668 -2.703 -0.420



Order from most stable to least stable according to the calculation: run A, run B



Run A
19
Properties=species:S:1:pos:R:3 method="wB97M-V/def2-TZVPD" total_charge=0 orbital_gap_ev=10.3 mol_weight_g_mol=125.1 smiles="NC(=O)CCO.O.O"
C -1.511 0.910 -0.199
C -1.840 -0.566 -0.472
O -3.118 -0.827 0.130
C -0.058 1.146 -0.161
N 0.616 0.988 -1.502
O 0.487 1.393 0.870
H -2.009 1.196 0.863
H -1.961 1.652 -0.989
H -1.819 -1.018 -1.475
H -1.063 -1.132 0.106
H -2.715 -1.423 0.937
H 1.569 1.131 -1.550
H 0.087 1.400 -2.251
H 3.038 0.804 0.329
H 3.033 -0.266 -0.588
O 3.537 0.420 -0.362
H 0.692 -2.315 1.833
H 1.846 -1.876 2.528
O 1.190 -1.616 1.951



Run B
19
Properties=species:S:1:pos:R:3 method="wB97M-V/def2-TZVPD" total_charge=0 orbital_gap_ev=10.9 mol_weight_g_mol=125.1 smiles="CCNC(=O)O.O.O"
C -0.364 0.493 2.384
N -0.509 1.289 1.182
C 0.142 1.011 0.036
O -0.148 1.916 -0.913
O 0.917 0.093 -0.136
C -1.558 -0.438 2.684
H -0.342 1.189 3.209
H 0.565 -0.038 2.304
H -1.217 2.004 1.144
H 0.316 1.616 -1.711
H -1.932 -0.300 3.698
H -2.392 -0.241 2.014
H -1.313 -1.492 2.532
H 2.721 -2.626 -1.204
H 1.525 -1.733 -1.229
O 1.876 -2.529 -1.654
H -0.822 -0.666 -1.999
H 0.172 -1.636 -2.700
O -0.501 -0.966 -2.849



Order from most stable to least stable according to the calculation: run B, run A



Run A
18
Properties=species:S:1:pos:R:3 method="wB97M-V/def2-TZVPD" total_charge=+1 orbital_gap_ev=8.1 mol_weight_g_mol=112.2
C 0.268 -0.133 -0.751
C 0.373 -1.007 0.179
C -1.240 1.491 0.403
C -0.730 1.311 1.840
C 0.769 -0.242 -2.169
C 0.610 -2.196 0.899
N -0.339 1.103 -0.603
O -0.037 0.331 2.011
H -2.200 0.770 0.478
H -1.499 2.587 0.233
H -1.004 2.088 2.627
H 1.716 0.298 -2.227
H -0.060 0.238 -2.881
H 1.075 -1.187 -2.467
H -0.212 -2.907 0.921
H 0.715 -1.783 1.886
H 1.675 -2.660 0.708
H 0.119 1.898 -1.087



Run B
18
Properties=species:S:1:pos:R:3 method="wB97M-V/def2-TZVPD" total_charge=+1 orbital_gap_ev=10.8 mol_weight_g_mol=112.2
C 1.286 1.924 0.625
C -0.523 0.139 -2.875
C 1.294 0.621 0.564
C -0.353 -0.105 0.759
C 2.273 -0.444 0.363
C -2.576 -1.100 1.399
N -1.352 -0.552 1.094
O -0.564 0.000 -1.684
H 2.214 2.466 0.535
H 0.398 2.513 0.773
H -1.244 0.766 -3.417
H 0.235 -0.354 -3.501
H 1.977 -1.095 -0.458
H 3.233 0.010 0.120
H 2.390 -1.052 1.260
H -2.478 -2.186 1.460
H -3.300 -0.841 0.622
H -2.909 -0.708 2.362



Order from most stable to least stable according to the calculation: run B, run A



Run A
18
Properties=species:S:1:pos:R:3 method="wB97M-V/def2-TZVPD" total_charge=+1 orbital_gap_ev=10.0 mol_weight_g_mol=112.2 smiles="C[N+]1(C)CC=CC1=O"
C 1.523 -0.155 -1.330
C 0.361 0.297 -1.967
C 1.150 -0.557 0.010
C -0.746 0.352 -0.995
C -1.019 -1.036 1.039
C 0.083 1.034 1.229
N -0.161 -0.049 0.279
O 1.821 -1.282 0.845
H 2.421 -0.281 -1.836
H 0.377 0.554 -2.994
H -1.308 1.387 -0.896
H -1.517 -0.427 -1.304
H -1.894 -0.477 1.289
H -1.217 -1.753 0.247
H -0.369 -1.478 1.848
H 0.552 0.709 2.169
H 0.742 1.783 0.774
H -0.799 1.379 1.594



Run B
18
Properties=species:S:1:pos:R:3 method="wB97M-V/def2-TZVPD" total_charge=+1 orbital_gap_ev=8.9 mol_weight_g_mol=112.2
C 3.109 0.584 0.208
C 2.163 -0.279 0.041
C 4.062 1.484 0.410
C -3.658 0.975 0.824
C 1.123 -1.047 0.107
C -3.131 0.075 0.035
N 0.422 -1.685 -1.051
O -1.727 0.012 -0.317
H 4.322 1.672 1.417
H 4.586 1.992 -0.349
H -2.940 1.806 1.090
H -4.712 1.153 0.966
H 0.504 -1.195 0.875
H -3.622 -0.798 -0.418
H 0.102 -2.676 -0.838
H 1.138 -1.746 -1.742
H -0.489 -1.047 -1.374
H -1.251 0.720 0.115



Order from most stable to least stable according to the calculation: run A, run B